The following is a DFT calculation (the ωB97M-V functional and the def2-TZVPD basis) of a cluster of 2 separate species, C4H8N3S in total at a distorted geometry.

The orbital gap (spin up / spin down) comes out at 7.7759 / 7.7738 eV. The total energy is -19574.1161 eV. For the LUMO energy (spin up / spin down), the calculation gives -0.184 / -0.184 Eh. The energy relative to the best compared isomer or geometry (same formula, charge and spin) is 72.38 kcal/mol. Its net charge is +1.

```
16
Properties=species:S:1:pos:R:3:forces:R:3
H -1.9824 -0.3470 -0.4074 0.606 1.558 1.691
N 1.1571 -0.6167 -1.7992 1.560 -1.942 -1.344
N 0.1077 -2.3314 -0.9306 0.253 -0.195 -0.705
H 0.1716 3.0271 0.6103 0.749 0.847 -0.282
C -0.1792 2.0367 0.7233 -0.471 -0.093 0.903
H 1.7305 -1.3547 -2.2084 0.474 0.349 -0.104
H -0.5339 -2.7925 -0.3058 0.018 0.025 -0.335
H 1.4023 0.2694 -2.1080 -0.238 1.964 -0.323
S -1.2059 -0.0076 1.9816 -0.307 -0.354 -1.412
C -1.3599 0.3216 0.2968 -1.208 -3.694 -2.177
C 0.1362 -1.0357 -1.1507 -1.984 0.762 2.841
C -0.0692 1.3338 2.0285 2.332 -0.504 -0.273
N -0.8356 1.4608 -0.2007 -0.114 0.557 -0.212
H -0.3287 1.9439 2.8481 0.131 0.956 1.035
H 1.0192 0.9468 2.1208 -1.545 0.618 0.133
H 0.7701 -2.8546 -1.4986 -0.258 -0.854 0.566
```
Forces are in eV/Å.

Löwdin atomic charge list, values in e, 6 entries:
1. H 0.115
2. N 0.138
3. N 0.116
4. H 0.129
5. C -0.136
6. H 0.121



The following is a DFT calculation (the ωB97M-V functional and the def2-TZVPD basis) of the molecule C4H8N4 at a distorted geometry.

The orbital gap comes out at 9.8283 eV. The structure (SMILES) is C=NN1C[C@H]1/C=N\N. The total energy is -10233.8104 eV. For the LUMO energy, the calculation gives 0.034 Eh. The energy relative to the best compared isomer or geometry (same formula, charge and spin) is 102.20 kcal/mol. Its net charge is 0.

```
16
Properties=species:S:1:pos:R:3:forces:R:3
N 1.0780 2.0115 -0.3400 -1.663 2.726 0.461
H 2.2172 -0.7090 0.7941 0.167 -0.435 0.542
C -0.6843 -0.9827 1.0009 -0.091 -1.866 1.904
H -0.4934 -0.9943 2.1040 -0.103 0.577 -0.958
H -2.0978 -3.1553 -0.6074 0.245 0.149 -0.946
H 0.3480 3.8633 -0.7904 0.051 0.076 -0.335
C 1.6377 -0.1767 0.0796 0.104 -0.959 -1.881
N -1.7536 -2.2019 -0.6708 0.467 0.045 1.218
H -0.9061 -2.0790 -1.2341 -0.509 -0.503 -0.045
N 0.8878 0.9511 0.5521 1.701 1.088 0.542
C 0.1887 2.9521 -0.2423 0.748 -1.861 -0.197
C 0.1525 -0.1539 0.1077 -1.984 -1.521 -0.262
N -1.4639 -1.9685 0.6933 0.568 1.746 -0.376
H 2.0288 -0.2055 -0.9788 -0.197 0.588 1.405
H -0.7465 2.8321 0.3205 0.422 0.092 0.168
H -0.3930 0.0167 -0.7884 0.077 0.060 -1.241
```
Forces are in eV/Å.

Löwdin atomic charge list, values in e, 6 entries:
1. N -0.014
2. H 0.096
3. C -0.143
4. H 0.119
5. H 0.073
6. H 0.055



The following is a DFT calculation (the ωB97M-V functional and the def2-TZVPD basis) of the molecule C4H8N4 at a distorted geometry.

The orbital gap comes out at 9.3253 eV. The structure (SMILES) is N/N=C1\CCNC=N1. The total energy is -10235.1391 eV. For the LUMO energy, the calculation gives 0.031 Eh. The energy relative to the best compared isomer or geometry (same formula, charge and spin) is 71.56 kcal/mol. Its net charge is 0.

```
16
Properties=species:S:1:pos:R:3:forces:R:3
C 0.3357 -0.1010 0.7850 1.300 -1.164 1.073
C 0.0295 1.3028 0.7358 -2.008 2.325 -3.680
H -0.2471 1.7726 -2.4961 0.357 0.289 0.293
C -0.0081 1.2235 -1.5791 -0.740 -0.233 -1.212
H 0.5457 2.8199 -0.5806 -0.066 2.907 -0.219
N -0.4294 -2.6230 0.5666 -1.483 -3.278 -0.657
N -0.4376 0.0181 -1.5724 1.553 1.381 -0.562
C -0.0711 -0.7987 -0.4794 -2.298 3.305 -1.789
H 1.3739 -0.0314 1.0680 0.708 -1.416 -0.021
H 0.5319 -2.8611 0.7261 1.316 1.266 -0.060
H -0.2807 -0.4487 1.5905 0.144 -1.059 0.570
H 0.4711 1.9860 1.3660 0.595 0.586 2.780
N -0.6892 -1.8707 -0.6693 1.835 -3.426 3.293
N 0.5913 1.8685 -0.5281 -0.543 -3.353 0.039
H -1.0795 1.3790 0.6880 0.424 0.582 0.232
H -0.6364 -3.6357 0.3788 -1.094 1.290 -0.080
```
Forces are in eV/Å.

Löwdin atomic charge list, values in e, 6 entries:
1. C -0.146
2. C -0.206
3. H 0.122
4. C -0.224
5. H 0.079
6. N -0.038